# 1
Molecular formula: C5H8DyLiO4
Method: DFT, the ωB97M-V functional and the def2-TZVPD basis

Last column: Mulliken charge in e.
Geometry (Å):
C1 -2.5317 1.2836 -0.2330  -1.037
C2 -2.7558 -0.1937 -0.4026  0.142
O1 -2.7025 -0.9122 0.7309  -0.636
Li1 -2.5856 -2.9160 0.6648  0.939
H1 -3.2557 1.8386 -0.8470  0.359
H2 -2.6588 1.5828 0.8195  0.261
H3 -1.5037 1.5468 -0.5183  0.297
H4 -1.4250 -0.9457 -1.2347  0.228
O2 -0.7228 -2.3059 0.6710  -0.698
C3 0.8454 -0.4512 2.3971  -0.028
C4 0.0368 -1.8910 -0.3238  -0.086
O3 1.3973 0.0491 3.3591  -0.297
O4 1.6705 -0.6084 1.2929  -0.232
C5 1.2241 -1.0221 0.0221  -0.381
Dy1 -1.2210 -0.8739 2.1508  1.764
H5 0.4461 -2.7971 -0.8103  0.380
H6 1.0503 -0.0913 -0.5439  0.309
H7 2.0718 -1.6176 -0.3609  0.380
H8 -3.7930 -0.3150 -0.7662  0.336

Summary:
Largest force on an atom = 8.49 eV Å⁻¹
Spin multiplicity = 6
Expectation value of S² = 9.370
HOMO-LUMO gap (spin up / spin down) = 7.389 / 8.100 eV
Net charge = +2

=====

# 2
Molecular formula: C5H8F2O
Method: DFT, the ωB97M-V functional and the def2-TZVPD basis

Last column: natural (NBO) charge in e.
Geometry (Å):
C1 -0.1076 -0.5303 1.4785  -0.669
C2 -0.1091 0.4975 0.3362  0.230
C3 -1.0969 0.0911 -0.8887  -0.487
C4 0.2483 -0.6721 -1.1699  0.692
C5 1.0473 0.4191 -0.5426  -0.500
H1 -1.0212 -0.2045 2.0864  0.221
H2 -0.2790 -1.6349 1.0925  0.279
H3 0.8731 -0.5521 2.2356  0.230
H4 -0.3433 2.0129 1.9426  0.460
H5 -1.9434 -0.6872 -0.9563  0.243
H6 -1.1897 0.9175 -1.7018  0.252
H7 1.1394 1.2111 -1.3618  0.254
H8 2.2703 0.1847 -0.2610  0.234
O1 -0.4712 1.9088 0.7237  -0.721
F1 0.5441 -1.9723 -0.5637  -0.383
F2 0.4389 -0.9894 -2.4497  -0.334

Summary:
Largest force on an atom = 6.11 eV Å⁻¹
Spin multiplicity = 1
HOMO-LUMO gap = 10.941 eV
Energy relative to the best compared isomer or geometry (same formula, charge and spin) = 86.2 kcal per mole
Net charge = 0

=====

# 3
Molecular formula: C5H8F3N4S
Method: DFT, the ωB97M-V functional and the def2-TZVPD basis

Last column: natural (NBO) charge in e.
Geometry (Å):
C1 -0.7664 0.1151 -1.6070  0.304
C2 -1.1534 1.4413 0.3246  0.703
C3 0.9198 0.1329 0.0110  0.098
C4 2.2849 -2.2995 -0.1198  -0.678
C5 2.4280 1.0535 -0.1919  0.974
N1 0.3986 -0.2262 -1.2098  -0.453
N2 -1.6643 0.8918 -0.7913  -0.608
N3 0.1019 1.0945 0.7165  -0.584
N4 -1.9089 2.1753 1.1373  -0.747
F1 2.0933 2.1136 -0.9003  -0.305
F2 2.8354 1.4269 1.1047  -0.341
F3 3.4174 0.3954 -0.7810  -0.293
S1 1.2240 -1.3687 1.0853  0.203
H1 -1.2010 -0.3312 -2.5732  0.245
H2 2.3461 -3.3051 0.1527  0.247
H3 3.1258 -1.7760 -0.3425  0.226
H4 1.5905 -2.1829 -0.9443  0.233
H5 -2.6838 0.9427 -1.0187  0.457
H6 0.4505 1.3872 1.6112  0.448
H7 -2.8502 2.4531 1.0536  0.434
H8 -1.5558 2.6803 1.9470  0.434

Summary:
Largest force on an atom = 4.14 eV Å⁻¹
SMILES string = CS[C@@]1(C(F)(F)F)N=CNC(=[NH2+])N1
Spin multiplicity = 1
HOMO-LUMO gap = 8.599 eV
Energy relative to the best compared isomer or geometry (same formula, charge and spin) = 0.0 kcal per mole
Net charge = +1

=====

# 4
Molecular formula: C5H8FLiO4
Method: DFT, the ωB97M-V functional and the def2-TZVPD basis

Last column: natural (NBO) charge in e.
Geometry (Å):
C1 0.6420 0.1167 0.4786  -0.039
O1 0.0008 -1.0836 0.7125  -0.948
C2 0.7330 1.0185 1.7127  -0.628
H1 1.6869 -0.0579 0.1144  0.067
H2 0.1357 0.6996 -0.3272  0.122
H3 1.2818 1.9475 1.4893  0.180
H4 -0.2777 1.2792 2.0646  0.200
H5 1.2585 0.5060 2.5333  0.179
C3 3.2789 -4.1969 0.0421  1.008
O2 2.4741 -3.6099 -0.8450  -0.477
C4 1.2642 -3.1894 -0.2424  0.380
C5 1.6118 -3.0173 1.2353  -0.067
O3 2.8611 -4.0834 1.2662  -0.572
O4 4.2301 -4.8870 -0.2886  -0.806
F1 0.3365 -4.1912 -0.4159  -0.347
H6 0.8440 -2.2341 -0.6419  0.281
H7 2.1720 -2.1080 1.4848  0.247
H8 0.9125 -3.5421 1.8923  0.244
Li1 5.1778 -5.7716 1.0591  0.978

Summary:
Largest force on an atom = 2.23 eV Å⁻¹
Spin multiplicity = 1
HOMO-LUMO gap = 4.078 eV
Energy relative to the best compared isomer or geometry (same formula, charge and spin) = 74.3 kcal per mole
Net charge = 0

=====

# 5
Molecular formula: C5H8FN
Method: DFT, the ωB97M-V functional and the def2-TZVPD basis

Last column: natural (NBO) charge in e.
Geometry (Å):
C1 0.6501 -1.1944 -0.9600  0.033
C2 -1.0886 0.3909 1.2331  -0.666
C3 -1.3377 -0.8034 0.2510  -0.290
C4 1.2338 0.1279 -0.4939  0.338
C5 1.7204 1.1468 -1.1299  -0.475
N1 -0.4615 -1.6438 -0.5692  -0.340
F1 1.6025 0.0653 0.7798  -0.332
H1 1.1905 -1.8339 -1.7111  0.201
H2 -0.5438 0.2880 2.1719  0.227
H3 -2.0919 0.4878 1.7753  0.223
H4 -1.9419 -1.6090 0.6448  0.217
H5 -2.0890 -0.3334 -0.4872  0.212
H6 -0.8829 1.4450 0.8534  0.225
H7 1.5592 1.7469 -1.9104  0.220
H8 2.4806 1.7192 -0.4478  0.208

Summary:
Largest force on an atom = 5.23 eV Å⁻¹
SMILES string = C=C(F)/C=N\CC
Spin multiplicity = 1
HOMO-LUMO gap = 10.434 eV
Energy relative to the best compared isomer or geometry (same formula, charge and spin) = 66.1 kcal per mole
Net charge = 0

=====

# 6
Molecular formula: C5H8FN
Method: DFT, the ωB97M-V functional and the def2-TZVPD basis

Last column: natural (NBO) charge in e.
Geometry (Å):
C1 0.1973 2.2005 -0.5355  -0.003
C2 -0.2635 3.3123 -0.3872  -0.222
C3 0.0976 -1.6823 0.1200  -0.620
C4 0.6884 0.8556 -0.4822  -0.518
C5 -0.2706 -0.1677 0.2770  -0.081
N1 -0.3120 0.2684 1.6843  -0.221
F1 -1.4594 0.9349 2.1173  -0.258
H1 1.0220 -1.9625 0.7183  0.214
H2 0.3862 -1.9356 -0.8974  0.214
H3 -0.7179 -2.4107 0.4218  0.229
H4 1.6836 0.8303 -0.0538  0.236
H5 0.8527 0.5563 -1.5850  0.243
H6 -1.3684 -0.1149 -0.0321  0.227
H7 0.3993 0.9989 1.7865  0.334
H8 -0.6797 4.2376 -0.3458  0.225

Summary:
Largest force on an atom = 3.64 eV Å⁻¹
SMILES string = C#CC[C@@H](C)NF
Spin multiplicity = 1
HOMO-LUMO gap = 10.365 eV
Energy relative to the best compared isomer or geometry (same formula, charge and spin) = 92.0 kcal per mole
Net charge = 0

=====

# 7
Molecular formula: C5H8FN
Method: DFT, the ωB97M-V functional and the def2-TZVPD basis

Last column: natural (NBO) charge in e.
Geometry (Å):
C1 -0.2480 -0.8291 -1.7218  -0.632
C2 -1.2951 -0.4037 -0.7403  -0.067
C3 -0.9586 0.5839 0.2933  -0.137
C4 0.3169 1.3660 0.2898  -0.295
C5 1.4600 0.8575 0.7487  0.223
H1 -0.4835 -1.8488 -2.0158  0.215
H2 -0.2854 -0.1980 -2.6279  0.215
H3 0.7527 -0.7839 -1.3284  0.222
H4 -2.3164 -0.4358 -1.0955  0.196
H5 -0.2792 -1.2823 0.8622  0.358
H6 -1.7371 1.1993 0.7167  0.209
H7 0.2845 2.4261 0.0259  0.230
H8 2.3036 1.4222 1.1002  0.174
N1 -1.2277 -0.8266 0.6513  -0.568
F1 1.6337 -0.4623 0.7318  -0.343

Summary:
Largest force on an atom = 3.13 eV Å⁻¹
SMILES string = C[C@H]1N[C@H]1/C=C\F
Spin multiplicity = 1
HOMO-LUMO gap = 10.084 eV
Energy relative to the best compared isomer or geometry (same formula, charge and spin) = 39.9 kcal per mole
Net charge = 0

=====

# 8
Molecular formula: C5H8FNO
Method: DFT, the ωB97M-V functional and the def2-TZVPD basis

Last column: natural (NBO) charge in e.
Geometry (Å):
C1 0.3116 0.8559 -0.8656  0.069
C2 1.6070 0.8776 -0.0583  -0.230
C3 -0.0605 -0.3805 1.0560  -0.092
C4 -0.6477 -1.3631 0.1082  0.235
C5 -0.6943 -0.0079 -0.1975  -0.343
H1 -0.6445 2.0473 -2.1309  0.461
H2 0.5716 0.5491 -1.8104  0.162
H3 2.7050 0.5772 -0.4912  0.186
H4 1.9278 1.9178 0.3703  0.200
H5 2.0385 -0.8435 0.6420  0.378
H6 -0.6094 -0.1527 2.0708  0.215
H7 0.1713 -1.8842 -0.5312  0.136
H8 -1.5896 0.5412 -0.0637  0.245
N1 1.3556 -0.1998 0.9156  -0.644
O1 -0.2582 2.1001 -1.0030  -0.682
F1 -1.6767 -2.0050 0.3670  -0.295

Summary:
Largest force on an atom = 7.67 eV Å⁻¹
SMILES string = O[C@H]1CN[C@@H]2[C@@H](F)[C@@H]21
Spin multiplicity = 1
HOMO-LUMO gap = 9.207 eV
Energy relative to the best compared isomer or geometry (same formula, charge and spin) = 123.6 kcal per mole
Net charge = 0